Entry 1:
C5H9N | the ωB97M-V functional and the def2-TZVPD basis

Highest occupied orbital energy, eV: -8.01
Energy above the lowest of the compared OMol25 structures with the same formula, charge and spin, eV: 4.278
Kohn-Sham gap, Eh: 0.310
Spin multiplicity: 1
DFT total energy, eV: -6816.717

Each line ends with the natural charge from an NBO analysis.
Geometry (Å):
1 C -0.7047 -0.4135 -1.1679  -0.608
2 C 0.3547 -0.4174 -0.0665  -0.234
3 C 1.6833 0.1452 -0.5865  -0.595
4 C -0.0785 0.3475 1.1639  -0.433
5 C -1.3515 0.8290 1.3654  0.033
6 N -2.5027 1.1126 1.6252  -0.380
7 H -1.6550 -0.8366 -0.8237  0.212
8 H -0.3638 -1.0092 -2.0212  0.215
9 H -0.9001 0.6058 -1.5220  0.210
10 H 0.5389 -1.4626 0.2251  0.199
11 H 1.5609 1.1755 -0.9395  0.208
12 H 2.0535 -0.4629 -1.4200  0.209
13 H 2.4503 0.1447 0.1957  0.208
14 H 0.6257 0.5051 1.9751  0.241
15 H -1.6473 -0.1274 1.9603  0.514

Entry 2:
C5H9N | the ωB97M-V functional and the def2-TZVPD basis

Highest occupied orbital energy, eV: -7.77
Energy above the lowest of the compared OMol25 structures with the same formula, charge and spin, eV: 4.845
Kohn-Sham gap, Eh: 0.263
Spin multiplicity: 1
DFT total energy, eV: -6816.150

Each line ends with the natural charge from an NBO analysis.
Geometry (Å):
1 C -2.1617 0.6116 0.6288  -0.406
2 C -1.5247 0.6462 -0.6250  -0.242
3 C -0.0837 0.2768 -0.5720  0.146
4 C 0.9364 0.5779 -1.4339  -0.447
5 N 0.3978 -0.2370 0.7403  -0.628
6 C 1.4496 -1.1980 0.6502  -0.414
7 H -1.8255 1.3220 1.5078  0.221
8 H -3.1300 0.2170 0.8682  0.191
9 H -1.7196 1.2135 -1.5431  0.240
10 H 1.8342 0.0539 -1.5044  0.204
11 H 0.7837 1.4586 -1.9564  0.198
12 H -0.2297 -0.5527 1.4232  0.377
13 H 1.3690 -1.8646 1.4980  0.203
14 H 1.4013 -1.8280 -0.2612  0.178
15 H 2.5031 -0.6972 0.5796  0.179

Entry 3:
C5H9N | the ωB97M-V functional and the def2-TZVPD basis

Highest occupied orbital energy, eV: -8.24
Energy above the lowest of the compared OMol25 structures with the same formula, charge and spin, eV: 2.281
Kohn-Sham gap, Eh: 0.347
Spin multiplicity: 1
DFT total energy, eV: -6818.714

Each line ends with the natural charge from an NBO analysis.
Geometry (Å):
1 C -1.4925 -0.1735 -0.3712  -0.211
2 C -0.5095 -1.2270 0.1757  -0.430
3 C 0.8309 -0.5667 -0.2216  -0.248
4 C 1.5435 0.3643 0.7125  -0.427
5 C 0.5894 0.9895 -0.3033  -0.082
6 N -0.8162 1.0491 0.0730  -0.654
7 H -2.5763 -0.3178 0.0082  0.199
8 H -1.6530 -0.0908 -1.4955  0.167
9 H -0.5407 -2.3244 -0.1743  0.235
10 H -0.6380 -1.0250 1.3266  0.219
11 H 1.4872 -0.9827 -1.0063  0.218
12 H 2.6236 0.5911 0.6209  0.217
13 H 1.3130 0.1244 1.8592  0.209
14 H 1.1210 1.6726 -1.0121  0.212
15 H -1.2823 1.9170 -0.1918  0.378

Entry 4:
C5H9N | the ωB97M-V functional and the def2-TZVPD basis

Highest occupied orbital energy, eV: -11.45
Energy above the lowest of the compared OMol25 structures with the same formula, charge and spin, eV: 0.170
Kohn-Sham gap, Eh: 0.452
Spin multiplicity: 1
DFT total energy, eV: -6820.825

Each line ends with the natural charge from an NBO analysis.
Geometry (Å):
1 C 0.2489 -1.3166 -0.8440  -0.608
2 C 0.1318 -0.4250 0.3940  -0.202
3 C 1.2936 0.5865 0.4752  -0.621
4 C -1.2490 0.2670 0.4612  -0.510
5 C -1.3427 1.4640 -0.3821  0.286
6 N -1.3860 2.4309 -1.0159  -0.333
7 H -0.6163 -1.9822 -0.9445  0.206
8 H 1.1461 -1.9422 -0.7822  0.216
9 H 0.3227 -0.7130 -1.7565  0.212
10 H 0.1644 -1.0753 1.2770  0.205
11 H 1.8008 0.6751 -0.4912  0.216
12 H 2.0426 0.2903 1.2139  0.217
13 H 0.9489 1.5911 0.7389  0.219
14 H -1.4633 0.5787 1.4899  0.249
15 H -2.0425 -0.4291 0.1663  0.247

Entry 5:
C5H9N | the ωB97M-V functional and the def2-TZVPD basis

Highest occupied orbital energy, eV: -11.41
Energy above the lowest of the compared OMol25 structures with the same formula, charge and spin, eV: 0.302
Kohn-Sham gap, Eh: 0.450
Spin multiplicity: 1
DFT total energy, eV: -6820.693

Each line ends with the natural charge from an NBO analysis.
Geometry (Å):
1 C -0.5094 1.3044 -0.4368  -0.620
2 C -0.4206 0.0052 0.3871  -0.206
3 C -1.0857 -1.1781 -0.3246  -0.604
4 C 1.0484 -0.3566 0.7547  -0.513
5 C 2.1043 0.1875 -0.1078  0.285
6 N 3.0076 0.5677 -0.7239  -0.333
7 H -0.7319 2.1791 0.1825  0.217
8 H -1.2797 1.2355 -1.2118  0.215
9 H 0.4407 1.4936 -0.9467  0.223
10 H -0.9402 0.1474 1.3430  0.206
11 H -0.6600 -1.3173 -1.3248  0.209
12 H -2.1664 -1.0320 -0.4367  0.216
13 H -0.9397 -2.1077 0.2387  0.205
14 H 1.1880 -1.4433 0.7258  0.249
15 H 1.3017 -0.0326 1.7699  0.252

Entry 6:
C5H9N | the ωB97M-V functional and the def2-TZVPD basis

Highest occupied orbital energy, eV: -11.37
Energy above the lowest of the compared OMol25 structures with the same formula, charge and spin, eV: 1.011
Kohn-Sham gap, Eh: 0.437
Spin multiplicity: 1
DFT total energy, eV: -6819.984

Each line ends with the natural charge from an NBO analysis.
Geometry (Å):
1 C 1.9568 0.0283 1.0406  -0.602
2 C 1.0219 0.0112 -0.1660  -0.394
3 C -0.4498 0.0166 0.2320  -0.388
4 C -1.3587 0.0376 -0.9927  -0.475
5 C -2.7817 0.2430 -0.5835  0.236
6 N -3.6837 -0.4661 -0.4607  -0.269
7 H 1.7935 -0.8481 1.6793  0.204
8 H 3.0068 0.0247 0.7298  0.213
9 H 1.7924 0.9230 1.6543  0.204
10 H 1.2275 -0.8766 -0.7826  0.197
11 H 1.2251 0.8827 -0.8056  0.197
12 H -0.6778 -0.8605 0.8585  0.210
13 H -0.6806 0.9013 0.8404  0.204
14 H -1.1907 -0.8931 -1.6074  0.237
15 H -1.2012 0.8757 -1.6363  0.225

Entry 7:
C5H9N | the ωB97M-V functional and the def2-TZVPD basis

Highest occupied orbital energy, eV: -6.58
Energy above the lowest of the compared OMol25 structures with the same formula, charge and spin, eV: 3.328
Kohn-Sham gap, Eh: 0.282
Spin multiplicity: 1
DFT total energy, eV: -6817.667

Each line ends with the natural charge from an NBO analysis.
Geometry (Å):
1 C -0.2075 -0.9433 1.3904  -0.418
2 C 0.0602 -1.7133 0.1279  -0.426
3 C 0.5857 -0.3170 0.2754  -0.061
4 N 0.0271 0.8275 -0.4712  -0.231
5 C 0.2050 2.0212 0.0967  -0.371
6 C -0.5767 0.5699 -1.6410  -0.382
7 H -1.2245 -0.5825 1.5350  0.231
8 H 0.3320 -1.2158 2.2962  0.220
9 H 0.7992 -2.5085 0.1653  0.221
10 H -0.7794 -1.9134 -0.5326  0.235
11 H 1.6577 -0.2059 0.4277  0.225
12 H 0.6129 2.0749 1.0900  0.190
13 H -0.1122 2.9021 -0.4383  0.189
14 H -0.4205 -0.3965 -2.0927  0.189
15 H -0.9590 1.4006 -2.2287  0.189

Entry 8:
C5H9N | the ωB97M-V functional and the def2-TZVPD basis

Highest occupied orbital energy, eV: -9.37
Energy above the lowest of the compared OMol25 structures with the same formula, charge and spin, eV: 3.133
Kohn-Sham gap, Eh: 0.384
Spin multiplicity: 1
DFT total energy, eV: -6817.862

Each line ends with the natural charge from an NBO analysis.
Geometry (Å):
1 C -1.7076 -0.8761 -0.1656  0.054
2 N -1.6035 0.3708 -0.0734  -0.300
3 C -2.7479 -0.3069 0.6552  -0.325
4 H -1.1746 -1.7127 -0.5906  0.214
5 H -2.7150 -0.3407 1.7534  0.182
6 H -3.7193 -0.1329 0.2130  0.180
7 C 1.7591 0.5511 -1.5542  -0.423
8 C 1.3382 0.8121 -0.3156  -0.156
9 C 1.5266 -0.0847 0.8837  -0.653
10 H 1.5344 1.1843 -2.4171  0.201
11 H 2.3024 -0.3637 -1.7832  0.182
12 H 0.7591 1.7132 -0.1263  0.206
13 H 2.0392 -1.0173 0.6181  0.206
14 H 2.0665 0.3922 1.7118  0.218
15 H 0.5495 -0.3446 1.3252  0.214